66
Properties=species:S:1:pos:R:3 method="wB97M-V/def2-TZVPD" lumo_ev=1.09 de_lowest_kj_mol=65.7 gap_ev=3.945 e_homo_ev=-2.86 charge=-1
Ga -0.28139 -0.45993 0.26823
N 0.97356 1.19014 1.02685
C 1.23260 2.36578 0.19537
C 0.50471 3.61317 0.69758
C -0.98625 3.69864 0.35941
C -1.87358 2.77766 1.20563
N -1.81667 1.40252 0.73390
H 0.67699 1.45429 1.96456
H 1.82106 0.63534 1.12990
H 0.91908 2.12880 -0.82625
H 2.30945 2.58441 0.17065
H 0.99697 4.48288 0.25738
H 0.62868 3.67797 1.78448
H -1.13451 3.45594 -0.69516
H -1.31375 4.73073 0.52182
H -2.90544 3.16601 1.18435
H -1.54065 2.80858 2.24594
H -2.41122 1.29034 -0.08382
H -2.16989 0.74590 1.42960
C -0.43482 -3.54498 1.11731
C -0.70554 -2.53853 2.24766
C 0.51924 -2.54247 3.18868
C -1.95468 -3.01384 3.01863
N -0.94479 -1.20342 1.80114
H -0.27807 -4.55089 1.51232
H 0.45369 -3.23129 0.57062
H -1.28095 -3.55343 0.42919
H 0.74103 -3.55155 3.53374
H 0.33532 -1.89361 4.04369
H 1.37451 -2.15536 2.63539
H -1.79518 -4.00473 3.44380
H -2.79790 -3.05450 2.32975
H -2.19164 -2.30590 3.80996
O 3.51333 -1.69076 -0.28682
C 2.47874 -1.55750 -0.92115
O 1.41439 -1.00653 -0.46946
C 2.40647 -2.00219 -2.36879
C 3.20783 -3.04126 -2.81823
C 3.15947 -3.41574 -4.16673
C 2.37549 -2.71122 -5.06977
C 1.60165 -1.65722 -4.60839
C 1.58074 -1.32041 -3.25147
N 0.85199 -0.88280 -5.54074
O 0.35055 0.16501 -5.14935
O 0.75952 -1.28952 -6.69492
N 3.93836 -4.51234 -4.63213
O 3.92954 -4.76707 -5.83448
O 4.57330 -5.16256 -3.80727
H 3.86834 -3.55374 -2.13702
H 2.37775 -2.97713 -6.11681
H 0.93161 -0.52979 -2.90462
C -5.08852 -1.92662 -0.65688
Si -4.39649 -0.88456 -2.10802
C -4.73445 -1.75580 -3.77340
C -5.27534 0.82075 -2.07610
C -2.60063 -0.64364 -1.76775
C -1.46777 -0.50168 -1.33774
H -6.15323 -1.76880 -0.50922
H -4.58561 -1.66489 0.27033
H -4.92967 -2.98852 -0.81939
H -5.79079 -1.98517 -3.90339
H -4.17518 -2.68655 -3.83937
H -4.42244 -1.13181 -4.60705
H -6.34526 0.72500 -2.23611
H -4.88871 1.46950 -2.85589
H -5.12930 1.31853 -1.12076

---

18
Properties=species:S:1:pos:R:3 method="wB97M-V/def2-TZVPD" lumo_ev="-3.11 / -8.32" spin_multiplicity=2 de_lowest_kj_mol=79.8 gap_ev="11.983 / 6.078" e_homo_ev="-15.10 / -14.40" charge=+1
N -0.50301 1.29470 1.76711
C 0.45667 0.25927 1.78681
C 0.15770 -1.05354 0.88179
N 0.28398 -0.81951 -0.49945
C -0.66330 -1.46340 -1.41915
H -0.41115 1.92646 0.97798
H -1.40799 0.83067 1.77662
H 1.49228 0.56087 1.63769
H 0.53105 -0.26429 2.74897
H 0.92344 -1.76490 1.20208
H -0.84910 -1.38894 1.14680
H 1.17596 -1.15172 -0.87774
H -0.36204 -1.47679 -2.46209
H -0.86631 -2.48891 -1.08587
H -1.59428 -0.88370 -1.32797
H -0.03087 1.07238 -1.33981
H -0.22026 2.25598 -2.24724
O 0.42779 1.56604 -2.02712

---

90
Properties=species:S:1:pos:R:3 method="wB97M-V/def2-TZVPD" lumo_ev=-3.75 smiles="CC(=O)OCCCC[C@@H]1[C@@H](CCCSC(=S)N2CCOCC2)[C@@](CCCC(=O)O)(CCO[Si](C)(C)C)C[N@H+]1S" de_lowest_kj_mol=0.0 gap_ev=6.733 e_homo_ev=-10.48 charge=+1
C 2.05627 4.39966 0.53085
C 3.47230 3.98226 0.75411
O 4.27582 4.55245 1.49369
O 3.82451 2.85612 0.02744
C 4.18034 1.74396 0.83893
C 4.54249 0.59994 -0.07321
C 3.40277 0.27216 -1.03140
C 3.40821 -1.19119 -1.46519
C 2.09555 -1.56711 -2.11082
C 0.75892 -1.33374 -1.34542
C 0.06899 -0.25395 -2.21039
C -1.16998 0.47365 -1.73465
C -0.89150 1.24942 -0.45697
S -2.42307 1.74632 0.33803
C -2.16792 3.50369 0.45777
S -0.68992 4.07031 0.89218
N -3.30603 4.24963 0.39315
C -4.38978 3.83411 -0.53104
C -3.97135 4.07574 -1.95516
O -3.67678 5.43159 -2.18670
C -2.72896 5.95792 -1.27060
C -3.14131 5.69561 0.14916
C 0.11082 -2.73651 -1.17146
C 0.50502 -3.50551 0.10723
C 1.89386 -3.28128 0.68338
C 2.03938 -1.98903 1.51653
C 2.70806 -2.27601 2.82248
O 3.87501 -1.92900 3.11209
O 1.93630 -3.06838 3.63950
C -1.39567 -2.93822 -1.35852
C -2.31164 -2.63519 -0.15427
O -1.69893 -1.82701 0.82774
Si -2.13862 -2.10713 2.43180
C -1.21958 -0.87533 3.48811
C -3.99225 -1.87642 2.62176
C -1.69290 -3.85478 2.93246
C 0.70612 -3.52160 -2.36375
N 2.05728 -2.97314 -2.72209
S 2.32112 -2.93649 -4.52179
H 1.49859 4.17666 1.43064
H 2.03821 5.46291 0.34212
H 1.62761 3.86357 -0.30156
H 3.33394 1.45353 1.46171
H 5.00795 1.99881 1.49032
H 5.42108 0.88279 -0.64015
H 4.78974 -0.25204 0.55149
H 3.55356 0.87804 -1.91709
H 2.45892 0.56074 -0.58401
H 4.19474 -1.31580 -2.20633
H 3.68479 -1.82330 -0.62961
H 2.06153 -0.92617 -2.98073
H 1.10200 -0.90147 -0.42146
H -0.15218 -0.73283 -3.16174
H 0.80750 0.52459 -2.36350
H -1.39662 1.21559 -2.49398
H -2.05402 -0.14244 -1.66425
H -0.39867 2.18267 -0.68681
H -0.30484 0.67717 0.24316
H -5.23034 4.48863 -0.33858
H -4.72833 2.82788 -0.34930
H -4.78224 3.81138 -2.62194
H -3.11390 3.44942 -2.21222
H -2.68082 7.02646 -1.42682
H -1.74646 5.54418 -1.48691
H -2.50009 6.16291 0.88034
H -4.12165 6.14038 0.27295
H -0.19935 -3.31386 0.89757
H 0.41477 -4.56216 -0.12125
H 2.07538 -4.11602 1.34913
H 2.66839 -3.33597 -0.07099
H 1.03573 -1.63302 1.72845
H 2.60012 -1.21466 1.01624
H 1.29291 -2.54306 4.11626
H -1.75450 -2.44063 -2.25197
H -1.52351 -4.00159 -1.54121
H -2.64931 -3.57725 0.26920
H -3.21045 -2.13730 -0.50715
H -0.49367 -0.29701 2.92643
H -0.72926 -1.35793 4.32461
H -1.92605 -0.15861 3.88574
H -4.16887 -0.91644 3.08433
H -4.44881 -2.67009 3.19729
H -4.46116 -1.84644 1.64438
H -0.92164 -4.30707 2.31992
H -1.35129 -3.89075 3.95919
H -2.56082 -4.50021 2.85924
H 0.79648 -4.58187 -2.17083
H 0.04500 -3.44822 -3.21478
H 2.83528 -3.57149 -2.45858
H 1.03166 -2.83009 -4.82190